No. 1
# C9H13NSi

A single C9H13NSi molecule (ωB97M-V/def2-TZVPD, the OMol25 dataset).

The geometry in ORCA input format:
```
! RIJCOSX wB97M-V def2-TZVPD def2/J DEFGRID3
* xyz 0 1
C 1.6183 -0.7660 3.1154
C 0.6602 -0.3273 2.5342
N -0.4460 -0.0247 1.9817
C -1.6145 0.1812 2.5728
C -2.6415 0.4429 1.6688
C -2.1118 0.6264 0.3728
C -0.8010 0.4678 0.2611
Si 0.4947 0.0355 -1.1171
C -0.2933 0.8801 -2.6203
C 0.4750 -1.9213 -1.2638
C 2.2952 0.6923 -0.9525
H 2.6654 -0.9630 3.3762
H -1.7494 0.2576 3.6928
H -3.7166 0.4179 1.8202
H -2.5786 1.0863 -0.4247
H -0.4922 0.2751 -3.4639
H -1.2176 1.4010 -2.1937
H 0.3668 1.6459 -2.8028
H -0.4915 -2.1437 -1.8365
H 1.3487 -2.3336 -1.8326
H 0.3885 -2.3494 -0.2573
H 2.4391 0.8805 0.1052
H 2.9525 -0.0522 -1.2726
H 2.4496 1.5906 -1.4633
*
```

Energy relative to the best compared isomer or geometry (same formula, charge and spin), kJ/mol: 304.17
LUMO, eV: 0.9
Structure (SMILES): C#Cn1cccc1[Si](C)(C)C



No. 2
# C5H10O2

A molecular structure, C5H10O2 (ωB97M-V/def2-TZVPD, the OMol25 dataset).

The geometry in ORCA input format:
```
! RIJCOSX wB97M-V def2-TZVPD def2/J DEFGRID3
* xyz 0 1
C -1.4754 -0.3055 -1.0755
C -0.4006 0.3216 1.0008
C 0.6697 -0.7270 1.0162
O 0.2925 -2.0384 0.6253
C 1.4586 0.1557 -0.0040
C 0.4107 1.2168 0.2847
O -0.4712 1.3242 -1.2536
H -2.4579 0.1306 -1.2223
H -1.5103 -1.1343 -0.3717
H -0.9834 -0.6223 -1.9874
H -1.1853 0.5441 1.7173
H 1.1775 -0.7509 1.9894
H 1.0879 -2.5845 0.6540
H 2.5125 0.3740 0.2052
H 1.3665 -0.1827 -1.0403
H 0.6387 2.2555 0.5458
H -1.1237 2.0295 -1.0876
*
```

Energy relative to the best compared isomer or geometry (same formula, charge and spin), kJ/mol: 681.97
LUMO (spin up / spin down), eV: 0.6 / 0.6



No. 3
# C3H18NO4

5 unconnected molecules or ions with the total composition C3H18NO4 (ωB97M-V/def2-TZVPD, the OMol25 dataset).

The geometry in ORCA input format:
```
! RIJCOSX wB97M-V def2-TZVPD def2/J DEFGRID3
* xyz 0 2
C -0.2682 -0.7068 -2.6246
C -0.3286 -1.2274 -1.2026
C 0.6886 -2.3232 -0.8661
N -0.1658 -0.1149 -0.1933
H 0.4870 -1.1853 -3.2414
H -1.2156 -0.9694 -3.1118
H -0.3025 0.3749 -2.7627
H -1.3035 -1.6619 -0.9946
H 1.6866 -1.9095 -1.0258
H 0.5415 -3.2375 -1.4350
H 0.6265 -2.5039 0.2095
H -0.8842 -0.1640 0.5416
H 0.7273 -0.0906 0.3230
H -0.1293 0.7297 -0.7564
H -0.7060 1.4777 3.9801
H 0.3334 1.2286 2.8362
O -0.5997 1.1320 3.0877
H 0.3094 3.3954 -0.9404
H -1.0380 3.5578 -1.6983
O -0.4446 2.9110 -1.3056
H 2.7557 -0.5563 2.5427
H 3.6398 0.1342 1.4549
O 2.7270 -0.0576 1.7135
H -2.1960 0.0675 2.4051
H -2.4917 1.3319 1.5367
O -2.4492 0.3676 1.5274
*
```

Energy relative to the best compared isomer or geometry (same formula, charge and spin), kJ/mol: 1.42
⟨S²⟩: 0.751
LUMO (spin up / spin down), eV: 0.6 / 0.4



No. 4
# C49H88BrNbO29P

A molecular structure, C49H88BrNbO29P (ωB97M-V/def2-TZVPD, the OMol25 dataset).

The geometry in ORCA input format:
```
! RIJCOSX wB97M-V def2-TZVPD def2/J DEFGRID3
* xyz -1 1
C -0.2860 2.7328 5.7465
C -0.4716 4.2347 5.5528
O 0.5413 4.8582 4.7960
C 0.7228 4.3007 3.5038
C -0.4777 4.4009 2.5640
O -0.3660 3.3184 1.6657
C -0.9524 3.5791 0.3710
Nb 0.0864 2.1842 -1.1311
Br 1.9986 3.9720 -1.4939
C 0.9794 0.7545 -2.6505
C 1.2736 -0.6701 -2.0998
C 2.7424 -0.9172 -1.7410
C 3.2291 -0.1114 -0.5456
C 4.4920 -0.7338 0.0661
C 4.8272 -0.1314 1.4550
C 4.6004 -1.1328 2.5936
C 3.1104 -1.1411 3.0281
C 2.9991 -0.6186 4.4608
C 1.6013 -0.7173 5.1116
C 0.7252 -1.8780 4.6612
O -0.6348 -1.6081 5.0555
C -1.3096 -0.8573 4.0519
P -1.8865 0.6193 -0.7602
O -1.6699 -0.8140 -1.6058
O -1.9758 0.2472 0.8692
H -0.8032 2.1311 5.0026
H 0.7636 2.4573 5.7116
H -0.6655 2.4448 6.7207
H -1.4763 4.4289 5.1739
H -0.4327 4.6970 6.5346
H 1.5285 4.8662 3.0495
H 1.0557 3.2631 3.5203
H -1.4428 4.3184 3.0735
H -0.4414 5.3536 2.0330
H -2.0071 3.2848 0.4372
H -0.8513 4.6032 0.0515
H -0.9235 3.0626 -2.4082
H 0.9277 1.4898 0.3274
H 1.9353 1.1795 -2.9607
H 0.3732 0.7082 -3.5557
H 0.6720 -0.9194 -1.2282
H 1.0502 -1.3920 -2.8776
H 2.7973 -1.9678 -1.4519
H 3.3915 -0.8057 -2.6073
H 2.4639 -0.1358 0.2206
H 3.3813 0.9319 -0.8138
H 5.3161 -0.5602 -0.6208
H 4.2918 -1.7937 0.1876
H 5.8679 0.1885 1.4308
H 4.1992 0.7395 1.6153
H 5.2122 -0.8229 3.4346
H 4.9449 -2.1233 2.3110
H 2.7239 -2.1501 2.9504
H 2.5862 -0.4634 2.3628
H 3.2628 0.4343 4.4458
H 3.7466 -1.1218 5.0701
H 1.0544 0.2146 4.9999
H 1.7587 -0.8573 6.1779
H 0.9959 -2.7811 5.1984
H 0.7151 -2.0222 3.5857
H -2.0610 -0.2266 4.5160
H -1.8342 -1.5394 3.3831
H -0.6065 -0.2671 3.4742
H -1.4586 -1.4930 -0.9387
H -1.5870 0.9885 1.3673
C -1.0436 9.9797 -0.9332
C -1.4159 8.6707 -0.2810
C -0.8757 7.4427 -0.9728
O -1.8455 6.4515 -0.6172
C -3.0188 7.0826 -0.4017
O -4.0685 6.5418 -0.2684
O -2.8341 8.4317 -0.3482
H -1.3552 10.8204 -0.3130
H 0.0345 10.0433 -1.0802
H -1.5443 10.0863 -1.8959
H -1.1309 8.6787 0.7752
H 0.1123 7.1525 -0.6209
H -0.8560 7.5354 -2.0611
C -3.3654 -2.7328 -3.4741
C -2.6803 -3.6135 -4.4880
C -3.4792 -4.7930 -4.9714
O -2.4430 -5.7281 -5.3329
C -1.3623 -5.4433 -4.5701
O -0.3949 -6.1427 -4.4934
O -1.5193 -4.2780 -3.9208
H -2.7545 -1.8529 -3.2915
H -4.3423 -2.4113 -3.8313
H -3.4819 -3.2447 -2.5170
H -2.3366 -3.0090 -5.3219
H -4.1028 -4.5569 -5.8295
H -4.0934 -5.2417 -4.1868
C 0.8205 -5.1645 -6.6955
C 1.6920 -4.7535 -5.5344
C 1.0083 -3.8769 -4.5166
O 2.1083 -3.1367 -3.9685
C 3.0671 -3.0636 -4.9233
O 4.0259 -2.3651 -4.8772
O 2.7741 -3.9032 -5.9564
H 1.3331 -5.8965 -7.3204
H -0.1092 -5.6084 -6.3374
H 0.5906 -4.3055 -7.3274
H 2.1290 -5.6359 -5.0586
H 0.5023 -4.4448 -3.7398
H 0.3020 -3.1714 -4.9632
C -0.1679 -0.1572 -8.9960
C -1.6417 -0.1465 -8.6716
C -2.1052 1.0477 -7.8711
O -3.2390 0.5156 -7.1715
C -3.0417 -0.8120 -7.0309
O -3.6849 -1.5206 -6.3233
O -1.9966 -1.2278 -7.7891
H 0.0688 -0.9740 -9.6778
H 0.1299 0.7793 -9.4672
H 0.4248 -0.3079 -8.0935
H -2.2328 -0.2572 -9.5852
H -2.3991 1.8900 -8.4922
H -1.3684 1.3796 -7.1361
C -4.5557 5.9518 2.9233
C -5.9445 6.2291 3.4385
C -6.0782 7.5022 4.2373
O -7.1825 7.2031 5.1028
C -7.2080 5.8560 5.2762
O -7.8776 5.2940 6.0808
O -6.3629 5.2479 4.4095
H -4.5584 5.0958 2.2503
H -4.1709 6.8098 2.3743
H -3.8766 5.7135 3.7442
H -6.6629 6.2081 2.6149
H -6.2995 8.3699 3.6206
H -5.1992 7.7091 4.8529
C 8.7549 4.6986 2.4576
C 8.4699 3.5018 3.3320
C 8.9412 2.1811 2.7705
O 8.0271 1.2563 3.3696
C 6.8735 1.9307 3.6216
O 5.8496 1.4227 3.9326
O 7.0592 3.2669 3.4558
H 8.5053 5.6222 2.9794
H 9.8097 4.7341 2.1833
H 8.1488 4.6665 1.5521
H 8.8702 3.6624 4.3376
H 9.9653 1.9408 3.0474
H 8.8358 2.1214 1.6843
C -2.8161 -3.6462 6.6529
C -4.1914 -3.4001 7.2191
C -4.3599 -2.0681 7.9081
O -5.3979 -2.3506 8.8596
C -5.3328 -3.6729 9.1521
O -5.9236 -4.1984 10.0398
O -4.4984 -4.3108 8.2949
H -2.8048 -4.5636 6.0638
H -2.5019 -2.8248 6.0095
H -2.0836 -3.7694 7.4508
H -4.9508 -3.5366 6.4440
H -4.6656 -1.2735 7.2323
H -3.4645 -1.7568 8.4508
C -0.2839 -9.1122 -4.4460
C 0.4122 -9.9688 -5.4736
C -0.3881 -11.1511 -5.9627
O 0.6388 -12.0794 -6.3395
C 1.7323 -11.8021 -5.5831
O 2.6929 -12.4970 -5.5086
O 1.5717 -10.6283 -4.9254
H 0.2931 -8.2217 -4.2392
H -1.2670 -8.8045 -4.7999
H -0.3923 -9.6538 -3.5039
H 0.7477 -9.3522 -6.3124
H -1.0204 -10.9144 -6.8151
H -0.9954 -11.6044 -5.1755
*
```

LUMO, eV: 1.7



Number 1: largest force on an atom 6.1 eV/A. Number 2: largest force on an atom 0.6 eV/A. Number 3: largest force on an atom 1.6 eV/A. Number 4: largest force on an atom 3.6 eV/A.